No. 1
{
  "formula": "CH3BrCl2OSi",
  "method": "the ωB97M-V functional and the def2-TZVPD basis",
  "symbols": ["C", "O", "Si", "Cl", "Cl", "Br", "H", "H", "H"],
  "xyz": [[-1.5844, 0.0136, -0.0262], [-0.6273, 0.9221, -0.4083], [1.7549, 0.0538, 0.0455], [2.3883, 0.8444, -1.6026], [2.2047, 0.8087, 1.7505], [1.4091, -2.0258, 0.1224], [-1.5606, -1.0306, -0.5202], [-2.4791, 0.3574, -0.4707], [-1.5057, 0.0564, 1.1096]],
  "homo_lumo_gap_ha": 0.3039,
  "e_lumo_ev": -0.178,
  "energy_ha": -3899.06369,
  "de_lowest_kj_mol": 382.6
}


No. 2
{
  "formula": "C22H55FN4O9S",
  "method": "the ωB97M-V functional and the def2-TZVPD basis",
  "symbols": ["C", "C", "O", "C", "N", "C", "S", "O", "O", "F", "H", "H", "H", "H", "H", "H", "H", "H", "H", "H", "C", "O", "C", "C", "N", "C", "C", "O", "C", "H", "H", "H", "H", "H", "H", "H", "H", "H", "H", "H", "H", "H", "H", "H", "C", "O", "C", "C", "N", "C", "C", "O", "C", "H", "H", "H", "H", "H", "H", "H", "H", "H", "H", "H", "H", "H", "H", "H", "C", "O", "C", "C", "N", "C", "C", "O", "C", "H", "H", "H", "H", "H", "H", "H", "H", "H", "H", "H", "H", "H", "H", "H"],
  "xyz": [[1.2972, -1.8258, -5.9140], [2.3373, -1.1321, -5.0290], [3.5829, -0.9791, -5.6968], [2.6363, -1.8996, -3.7493], [3.1318, -0.9999, -2.6919], [2.0799, -0.5179, -1.7832], [4.4574, -1.5386, -1.9034], [4.1378, -2.1741, -0.6695], [5.3695, -2.1137, -2.8243], [5.0357, -0.1360, -1.4985], [1.7967, -2.3964, -6.6963], [0.6500, -1.0908, -6.3953], [0.6514, -2.4927, -5.3412], [1.9604, -0.1446, -4.7330], [3.4854, -0.3302, -6.4004], [3.3863, -2.6565, -3.9740], [1.7350, -2.4088, -3.3959], [1.7155, -1.2956, -1.1129], [1.2613, -0.1410, -2.3954], [2.4655, 0.3184, -1.2035], [-3.9302, 2.4475, 0.2287], [-3.2731, 2.5113, 1.4759], [-3.8335, 1.7039, 2.5026], [-2.9176, 0.5421, 2.8167], [-2.8388, -0.3852, 1.7002], [-1.7808, -1.3843, 1.7973], [-0.3410, -0.8981, 1.9175], [0.1745, -0.2857, 0.7511], [-0.1465, 1.0835, 0.5798], [-3.5492, 3.2695, -0.3764], [-3.7349, 1.5102, -0.3045], [-5.0124, 2.5634, 0.3415], [-4.8320, 1.3596, 2.2164], [-3.9296, 2.3232, 3.3983], [-3.2958, 0.0142, 3.6981], [-1.9413, 0.9699, 3.0842], [-2.7105, 0.1402, 0.8454], [-1.8444, -2.0162, 0.9083], [-1.9911, -2.0330, 2.6542], [0.2832, -1.7794, 2.0774], [-0.1917, -0.2443, 2.7856], [-0.1958, 1.6056, 1.5395], [-1.0937, 1.2272, 0.0520], [0.6414, 1.5396, -0.0187], [0.1904, 8.6508, 2.3413], [-1.0800, 8.4704, 1.7536], [-1.2669, 9.1260, 0.5076], [-1.3250, 8.1415, -0.6391], [-0.0319, 7.5198, -0.8743], [-0.0350, 6.4143, -1.8228], [-0.8979, 5.1950, -1.5201], [-0.4482, 4.4138, -0.4319], [-0.8389, 4.8750, 0.8491], [0.1238, 8.2932, 3.3673], [0.9764, 8.0850, 1.8281], [0.4767, 9.7068, 2.3548], [-0.4760, 9.8644, 0.3426], [-2.2216, 9.6561, 0.5587], [-1.6245, 8.6812, -1.5435], [-2.1186, 7.4165, -0.4105], [0.3532, 7.2039, 0.0061], [0.9963, 6.0685, -1.9267], [-0.3372, 6.8052, -2.8008], [-0.8504, 4.5408, -2.3947], [-1.9531, 5.4629, -1.3773], [-1.8381, 5.3190, 0.8296], [-0.1302, 5.5990, 1.2625], [-0.8651, 4.0084, 1.5084], [-0.6405, -4.8547, 3.3797], [-0.6203, -4.8119, 1.9694], [0.6267, -4.4402, 1.3960], [1.3172, -5.6044, 0.7233], [1.7793, -6.5838, 1.6935], [2.2859, -7.8283, 1.1295], [1.3526, -8.6758, 0.2734], [0.2985, -9.2915, 0.9871], [-0.8335, -8.4790, 1.2193], [-1.6833, -4.9275, 3.6851], [-0.1006, -5.7185, 3.7833], [-0.2089, -3.9460, 3.8126], [1.2776, -3.9905, 2.1528], [0.4148, -3.6809, 0.6373], [2.1809, -5.2182, 0.1727], [0.6155, -6.0241, -0.0116], [1.0327, -6.7907, 2.3438], [2.6245, -8.4506, 1.9613], [3.1718, -7.5937, 0.5295], [1.9469, -9.4944, -0.1394], [0.9484, -8.1133, -0.5780], [-1.0207, -7.8008, 0.3813], [-0.7406, -7.8878, 2.1355], [-1.6919, -9.1409, 1.3313]],
  "homo_lumo_gap_ha": 0.3336,
  "smiles": "C[C@H](O)CN(C)S(=O)(=O)F.COCCNCCOC.COCCNCCOC.COCCNCCOC",
  "e_lumo_ev": 0.504,
  "energy_ha": -2265.29756
}


No. 3
{
  "formula": "H3O4PSi",
  "method": "the ωB97M-V functional and the def2-TZVPD basis",
  "symbols": ["O", "O", "O", "O", "Si", "P", "H", "H", "H"],
  "xyz": [[4.3617, -1.2282, 0.9832], [4.1370, 1.3151, 0.4395], [4.7048, -0.2531, -1.4224], [1.3370, -0.3677, -0.3746], [0.4501, 0.7573, 0.1562], [4.3359, -0.0767, -0.0093], [1.3206, 1.6585, 1.0088], [-0.4277, 1.9942, -0.6184], [-0.7778, 0.3075, 1.1022]],
  "homo_lumo_gap_ha": 0.3000,
  "e_lumo_ev": 7.107,
  "energy_ha": -933.68308,
  "de_lowest_kj_mol": 52.3,
  "charge": -2
}


No. 4
{
  "formula": "C6H10O",
  "method": "the ωB97M-V functional and the def2-TZVPD basis",
  "symbols": ["C", "C", "C", "C", "C", "O", "C", "H", "H", "H", "H", "H", "H", "H", "H", "H", "H"],
  "xyz": [[2.5099, 0.1794, -0.1146], [1.2282, 0.2008, -0.4415], [0.1208, 1.2271, -0.2808], [-0.9067, 0.0886, -0.5369], [-1.6329, -0.3720, 0.7103], [-0.6730, -0.6484, 1.7111], [0.2610, -0.8368, -0.9787], [3.1215, -0.7078, -0.2615], [2.9915, 1.0459, 0.3314], [0.1209, 1.9840, -1.0734], [0.0600, 1.7242, 0.6923], [-1.6510, 0.2976, -1.3124], [-2.3254, 0.4196, 1.0367], [-2.2307, -1.2691, 0.4812], [-1.1367, -0.8134, 2.5367], [0.3034, -1.8249, -0.5137], [0.3194, -0.9507, -2.0657]],
  "homo_lumo_gap_ha": 0.3645,
  "smiles": "C=C1CC(CO)C1",
  "e_lumo_ev": 0.876,
  "energy_ha": -309.79875,
  "de_lowest_kj_mol": 114.5
}


No. 5
{
  "formula": "CH3Cl2OP",
  "method": "the ωB97M-V functional and the def2-TZVPD basis",
  "symbols": ["C", "P", "O", "Cl", "Cl", "H", "H", "H"],
  "xyz": [[0.3646, -1.0404, 0.2691], [-0.1650, 0.8407, -0.3063], [0.3955, 1.2366, -1.5980], [0.3637, 2.0463, 1.1816], [-2.1211, 0.8841, -0.3281], [1.4138, -1.3166, 0.2109], [-0.1329, -1.2982, 1.1964], [-0.1188, -1.3525, -0.6255]],
  "homo_lumo_gap_ha": 0.4172,
  "smiles": "CP(=O)(Cl)Cl",
  "e_lumo_ev": 0.475,
  "energy_ha": -1376.94454,
  "de_lowest_kj_mol": 46.3
}


No. 6
{
  "formula": "C5H8O",
  "method": "the ωB97M-V functional and the def2-TZVPD basis",
  "symbols": ["C", "C", "C", "C", "C", "O", "H", "H", "H", "H", "H", "H", "H", "H"],
  "xyz": [[-1.0865, -1.3440, -0.3364], [-0.2516, -0.4513, 0.1984], [-0.2909, -0.2128, 1.6836], [0.3510, 0.7310, -0.5868], [0.8059, 0.5688, -1.8230], [0.8409, 1.6943, 0.2575], [-1.0549, -1.5623, -1.3904], [-1.5023, -2.1347, 0.2664], [0.7167, -0.1079, 2.0816], [-0.8249, 0.7088, 1.9109], [-0.8172, -1.0109, 2.2011], [0.4975, -0.5846, -1.8459], [1.2254, 1.4004, -2.3702], [1.3909, 2.3052, -0.2468]],
  "homo_lumo_gap_ha": 0.3449,
  "smiles": "C=C(C)C(=C)O",
  "e_lumo_ev": 0.782,
  "energy_ha": -270.45694,
  "de_lowest_kj_mol": 265.0
}